Entry 1:
2 unconnected molecules or ions with the total composition BrH3NOP at a distorted geometry. Source: the Open Molecules 2025 dataset; level of theory: ωB97M-V with the def2-TZVPD basis set.

**Calculated total energy**: -3047.1649 a.u.
**Max |F|**: 0.03823 Eh/bohr
**Energy above the lowest of the compared OMol25 structures with the same formula, charge and spin**: 30.0 kcal per mole
**SMILES**: [H]/N=P\Br.O
**Kohn-Sham gap**: 9.552 eV

```
7
BrH3NOP, DFT ωB97M-V with the def2-TZVPD basis set
N -0.931 -0.998 0.172
O 1.987 0.753 0.104
P -2.126 -1.121 -0.716
Br -3.407 0.768 -0.753
H -0.415 -0.196 0.460
H 2.165 0.505 1.054
H 2.727 0.290 -0.321
```



Entry 2:
2 unconnected molecules or ions with the total composition C3H9O. Source: the Open Molecules 2025 dataset; level of theory: ωB97M-V with the def2-TZVPD basis set.

**Calculated total energy**: -194.9109 a.u.
**Net charge**: -1
**Max |F|**: 0.01596 Eh/bohr
**Energy above the lowest of the compared OMol25 structures with the same formula, charge and spin**: 2.3 kcal per mole
**Kohn-Sham gap**: 6.796 eV

```
13
C3H9O, DFT ωB97M-V with the def2-TZVPD basis set
C 2.402 -0.254 -1.061
H 1.527 -0.107 -0.407
H 2.856 0.669 -1.405
H 2.093 -0.857 -1.911
H 3.143 -0.843 -0.505
C -1.029 0.029 1.244
O 0.202 0.536 1.091
C -1.975 0.331 0.068
H -1.582 0.412 2.155
H -1.029 -1.089 1.391
H -2.916 -0.256 0.145
H -1.479 0.034 -0.864
H -2.213 1.394 0.058
```



Entry 3:
A molecular structure, C5H7NO at a distorted geometry. Source: the Open Molecules 2025 dataset; level of theory: ωB97M-V with the def2-TZVPD basis set.

**Calculated total energy**: -324.5470 a.u.
**Max |F|**: 0.02024 Eh/bohr
**Energy above the lowest of the compared OMol25 structures with the same formula, charge and spin**: 111.4 kcal per mole
**Kohn-Sham gap (alpha / beta)**: 7.578 / 7.577 eV

```
14
C5H7NO, DFT ωB97M-V with the def2-TZVPD basis set
C -1.114 -0.808 0.812
C -1.119 0.558 0.211
C 1.105 0.685 -0.535
C 1.890 -0.233 0.340
O 1.840 -1.440 0.243
C -1.763 0.669 -1.053
N -2.366 0.841 -2.035
H -2.172 -1.060 0.975
H -0.610 -0.825 1.781
H -0.694 -1.595 0.173
H 0.114 1.079 0.126
H 0.821 0.212 -1.473
H 1.560 1.669 -0.688
H 2.509 0.247 1.124
```



Copy entry 3 word for word.
A molecular structure, C5H7NO at a distorted geometry. Source: the Open Molecules 2025 dataset; level of theory: ωB97M-V with the def2-TZVPD basis set.

**Calculated total energy**: -324.5470 a.u.
**Max |F|**: 0.02024 Eh/bohr
**Energy above the lowest of the compared OMol25 structures with the same formula, charge and spin**: 111.4 kcal per mole
**Kohn-Sham gap (alpha / beta)**: 7.578 / 7.577 eV

```
14
C5H7NO, DFT ωB97M-V with the def2-TZVPD basis set
C -1.114 -0.808 0.812
C -1.119 0.558 0.211
C 1.105 0.685 -0.535
C 1.890 -0.233 0.340
O 1.840 -1.440 0.243
C -1.763 0.669 -1.053
N -2.366 0.841 -2.035
H -2.172 -1.060 0.975
H -0.610 -0.825 1.781
H -0.694 -1.595 0.173
H 0.114 1.079 0.126
H 0.821 0.212 -1.473
H 1.560 1.669 -0.688
H 2.509 0.247 1.124
```



- Which formula does entry 2 have?
  C3H9O



Please write out number 1 again, unchanged.
2 unconnected molecules or ions with the total composition BrH3NOP at a distorted geometry. Source: the Open Molecules 2025 dataset; level of theory: ωB97M-V with the def2-TZVPD basis set.

**Calculated total energy**: -3047.1649 a.u.
**Max |F|**: 0.03823 Eh/bohr
**Energy above the lowest of the compared OMol25 structures with the same formula, charge and spin**: 30.0 kcal per mole
**SMILES**: [H]/N=P\Br.O
**Kohn-Sham gap**: 9.552 eV

```
7
BrH3NOP, DFT ωB97M-V with the def2-TZVPD basis set
N -0.931 -0.998 0.172
O 1.987 0.753 0.104
P -2.126 -1.121 -0.716
Br -3.407 0.768 -0.753
H -0.415 -0.196 0.460
H 2.165 0.505 1.054
H 2.727 0.290 -0.321
```